(1)
This record from OMol25 describes the molecule C6H10O. The level of theory is ωB97M-V with the def2-TZVPD basis set.

Geometry (Å):
O 0.367028 0.934610 -2.928994
C 1.201863 0.630849 -2.049731
C 0.837458 -0.235418 -0.896299
C 1.108634 0.360310 0.377898
C -0.228516 0.644117 1.073803
C -1.950482 -1.225044 1.180003
C -1.408686 -0.125620 0.614755
H 2.273506 0.461069 -2.138220
H 1.339832 -1.161528 -0.978612
H -0.250684 -0.519416 -1.174175
H 1.669497 -0.286284 1.036357
H 1.795025 1.322774 0.167580
H -0.485359 1.644017 0.920777
H -0.104188 0.632535 2.197744
H -1.541908 -1.702433 2.168633
H -2.778932 -1.832261 0.721562
H -1.844092 0.457727 -0.293088

Forces on the atoms, in the same order (eV/Å):
O 2.84 0.22 2.36
C -2.44 -2.36 -2.61
C -3.22 -0.88 -3.21
C 0.90 2.50 1.96
C 0.73 0.28 2.75
C 0.41 -0.68 0.58
C -1.58 -0.07 -0.71
H 0.91 1.75 -1.02
H 0.98 -1.00 -0.62
H 1.63 0.43 1.08
H 0.38 -0.17 0.00
H -1.58 -1.77 1.04
H -0.36 1.87 -0.43
H -0.06 -0.47 -1.04
H -0.51 1.13 -2.04
H 0.76 1.09 0.49
H 0.21 -1.87 1.41

Summary:
E_tot in a.u.: -309.7430
E_LUMO in hartree: 0.02333
Relative energy (zero: lowest compared OMol25 entry of this formula, charge and spin) in kcal/mol: 62.3
HOMO level in eV: -9.66
Structure (SMILES): C=CCCCC=O


(2)
This record from OMol25 describes a 2-piece molecular cluster, C22H30N3O overall. The level of theory is ωB97M-V with the def2-TZVPD basis set.

Geometry (Å):
C 2.878390 -2.445191 -3.274687
N 1.821639 -1.441256 -3.205006
C 1.602674 -0.624201 -4.393026
C 1.036825 -1.372850 -2.136623
C -0.036614 -0.474106 -1.990368
C -0.999223 -0.628690 -1.010922
C -2.278596 0.022133 -1.069094
C -3.446800 -0.593564 -0.551526
C -4.703971 -0.050188 -0.788034
C -4.830605 1.161440 -1.485245
C -3.680571 1.825349 -1.937527
C -2.420380 1.272446 -1.726032
H 3.373974 -2.349080 -4.243811
H 3.606747 -2.308031 -2.460958
H 2.448900 -3.451312 -3.179403
H 2.389388 -0.887047 -5.104066
H 0.623774 -0.839285 -4.843809
H 1.652493 0.449282 -4.164718
H 1.264116 -2.085678 -1.334741
H -0.122685 0.340986 -2.715523
H -0.861446 -1.411987 -0.267558
H -3.333276 -1.536432 -0.009011
H -5.593132 -0.575744 -0.438993
H -5.815309 1.574886 -1.695920
H -3.769542 2.775656 -2.469109
H -1.523786 1.788549 -2.079128
C 4.005161 -1.084726 1.362746
C 3.315335 -0.084794 0.463371
N 2.174285 0.640798 1.056877
C 2.528756 1.850731 1.827705
C 2.347321 3.161195 1.080165
C 1.025461 -0.105050 1.343038
C -0.175256 0.625287 1.584007
N -1.209763 0.152503 2.374304
C -1.371888 -1.189270 2.681293
C -2.472373 -1.608530 3.402997
C -3.436823 -0.695771 3.830280
C -3.264611 0.653021 3.500040
C -2.175182 1.062736 2.771135
O 1.074154 -1.359889 1.272524
H 4.809236 -1.567532 0.799289
H 4.442955 -0.587461 2.234682
H 3.296682 -1.849933 1.688217
H 4.017062 0.702457 0.159806
H 2.942801 -0.589689 -0.435743
H 1.934232 1.867827 2.754039
H 3.589000 1.732193 2.099553
H 2.770164 3.969620 1.685082
H 2.869750 3.138031 0.119166
H 1.288892 3.378950 0.908565
H -0.222673 1.690081 1.348771
H -0.592027 -1.856854 2.332650
H -2.551240 -2.670736 3.619945
H -4.298477 -1.018700 4.409529
H -3.978489 1.415649 3.812881
H -1.965431 2.091770 2.487926

Forces on the atoms, in the same order (eV/Å):
C 0.30 -0.50 0.30
N -0.86 0.16 0.99
C -0.09 0.30 -0.27
C 0.68 -0.13 -0.32
C -0.29 0.47 0.18
C 0.84 -0.56 -0.52
C -1.18 1.20 -0.01
C 0.78 -0.03 -0.14
C -0.05 0.36 -0.11
C 0.44 -0.37 0.04
C 0.08 -0.05 0.13
C -0.19 -0.44 0.01
H 0.00 -0.16 0.37
H -0.20 0.05 -0.33
H 0.13 0.23 -0.12
H -0.30 0.30 0.06
H 0.23 0.00 0.16
H 0.08 -0.32 -0.03
H -0.17 0.20 -0.21
H -0.19 -0.51 0.13
H 0.06 -0.02 -0.09
H -0.14 0.26 -0.18
H 0.25 0.18 -0.06
H 0.22 -0.08 0.11
H 0.01 -0.31 0.21
H -0.38 -0.08 0.10
C 0.12 -0.19 0.19
C -0.56 0.52 -0.04
N -0.28 -0.30 0.20
C -0.14 -0.42 0.01
C 0.06 0.01 0.04
C 0.54 -0.40 -0.40
C 0.55 0.63 0.02
N -0.69 -0.37 -0.33
C -0.13 0.75 0.04
C -0.15 0.34 0.13
C 0.13 -0.03 -0.07
C -0.11 0.03 0.01
C 0.51 -0.77 0.00
O -0.16 0.51 -0.17
H 0.04 0.05 0.14
H -0.04 -0.14 -0.07
H 0.21 0.18 0.01
H -0.08 -0.25 -0.17
H 0.15 0.10 0.06
H 0.26 -0.06 -0.23
H -0.32 0.10 0.12
H -0.09 -0.01 -0.15
H -0.09 0.04 0.08
H 0.13 -0.02 -0.06
H 0.04 -0.43 0.32
H -0.08 0.29 -0.02
H -0.04 0.23 0.02
H 0.20 0.07 -0.15
H 0.16 -0.30 -0.08
H -0.18 -0.29 0.14

Summary:
E_tot in a.u.: -1095.5357
Total charge: +1
E_LUMO in hartree: -0.15107
Relative energy (zero: lowest compared OMol25 entry of this formula, charge and spin) in kcal/mol: 52.5
HOMO level in eV: -9.68